(1)
DFT (wB97M-V/def2-TZVPD) results for a structure of composition C59H40BrF5IN2O2PSeTi in a non-equilibrium geometry.

Geometry (Å):
Ti1 0.81737 0.73780 -1.04082
O1 -0.15373 4.50965 -1.74164
C1 -1.19014 4.15213 -2.56083
C2 -2.21504 5.16292 -2.66626
C3 -3.23041 5.04685 -3.62440
C4 -3.26963 3.88143 -4.36527
C5 -2.36424 2.86703 -4.17125
C6 -1.30541 2.95565 -3.25509
C7 -0.22394 1.87823 -3.11459
O2 0.72580 2.25872 -2.20871
N1 -0.70334 0.58240 -2.56724
N2 -1.07437 0.60432 -1.26535
C8 -2.19710 1.39583 -0.88757
C9 -2.42440 1.58757 0.39377
Br1 1.11799 1.70437 1.06981
C10 -2.77826 2.01238 1.58066
C11 -3.78303 1.38255 2.47874
C12 -4.78276 2.30284 2.98268
C13 -5.85720 2.07517 3.78035
C14 -6.32269 0.79899 4.38697
C15 -5.65422 -0.35535 4.17901
C16 -4.40784 -0.52201 3.40564
H1 0.55070 3.81814 -1.74791
H2 -2.11479 5.99403 -2.02633
H3 -3.92183 5.87099 -3.64025
H4 -4.09126 3.77526 -5.11805
H5 -2.53026 1.97921 -4.77214
H6 0.24316 1.64229 -4.07654
H7 -1.01450 -0.16240 -3.15265
H8 -2.86972 1.81236 -1.62374
H9 -2.31782 2.96350 1.87275
H10 -4.69166 3.31195 2.53219
H11 -6.45180 2.98603 4.04424
H12 -7.18830 0.76456 5.01476
H13 -6.05644 -1.23773 4.63619
H14 -4.04245 -1.53099 3.51682
I1 3.50663 -1.05190 1.99977
C17 2.73206 0.16026 3.49922
C18 3.39938 1.33853 3.69018
C19 3.33651 1.96705 4.96580
C20 2.67577 1.40807 6.00521
C21 1.88498 0.24980 5.76964
C22 1.15375 -0.35523 6.80573
C23 0.35603 -1.39724 6.63157
C24 0.22195 -1.95366 5.32757
C25 0.85804 -1.37735 4.23887
P1 0.16201 -1.74626 2.55740
C26 -0.19186 -3.51864 2.51164
C27 0.77001 -4.35335 1.90966
C28 0.54422 -5.68776 1.75624
C29 -0.63435 -6.23735 2.22258
C30 -1.65206 -5.40854 2.72031
C31 -1.46939 -4.04589 2.85536
C32 -1.52440 -1.03062 2.64905
C33 -2.33396 -1.36116 1.44734
C34 -3.48784 -0.80338 1.09188
C35 -4.39156 0.01378 1.96056
C36 -3.24519 0.47094 3.66300
C37 -1.92752 -0.14871 3.58486
C38 1.81041 -0.32609 4.45914
H15 3.98313 1.76579 2.90964
H16 3.91163 2.84539 5.13108
H17 2.82072 1.75898 7.01723
H18 1.17225 0.08992 7.79348
H19 -0.22079 -1.82794 7.44534
H20 -0.54419 -2.69397 5.13588
H21 1.67780 -3.94425 1.39340
H22 1.31333 -6.22293 1.23884
H23 -0.90216 -7.26425 2.06861
H24 -2.60345 -5.87024 2.97408
H25 -2.22139 -3.38641 3.15514
H26 -1.92595 -2.01906 0.72570
H27 -3.90534 -1.17355 0.16267
H28 -5.39233 0.03271 1.48940
H29 -3.31838 1.02445 4.60753
H30 -1.24314 0.15629 4.36979
C39 1.66576 -1.08589 -1.52185
C40 2.65708 -0.54155 -2.12485
C41 3.57401 0.28490 -2.56349
C42 4.87039 0.51176 -1.87691
C43 5.61504 1.69769 -2.14808
C44 6.88301 1.88882 -1.62961
C45 7.41306 0.92206 -0.78147
C46 6.66028 -0.20112 -0.51547
C47 5.36706 -0.39576 -0.98358
C48 3.35635 0.83122 -3.95572
C49 3.13838 2.17373 -4.19137
C50 2.78913 2.66198 -5.42258
C51 2.65316 1.78097 -6.48665
C52 2.82111 0.43185 -6.23656
C53 3.10499 -0.09541 -4.97599
H31 5.11980 2.40283 -2.83447
H32 7.43490 2.76640 -1.87891
H33 8.41138 1.01465 -0.34456
H34 7.00898 -1.01810 0.09853
H35 4.77259 -1.22812 -0.70287
H36 3.25065 2.84705 -3.36054
H37 2.75379 3.73506 -5.60549
H38 2.43666 2.13801 -7.48404
H39 2.73724 -0.27884 -7.01775
H40 3.22667 -1.13276 -4.84038
F1 -2.48136 -3.21648 -6.07300
C54 -1.56639 -3.29262 -5.12799
C55 -1.95085 -3.26328 -3.80604
F2 -3.26198 -3.25586 -3.49427
C56 -1.02240 -3.22694 -2.78224
F3 -1.51879 -3.24838 -1.57328
C57 0.34678 -3.12568 -3.06858
Se1 1.55274 -3.03068 -1.53815
C58 0.73376 -3.26631 -4.43615
F4 2.02944 -3.34640 -4.77247
C59 -0.18702 -3.41805 -5.42779
F5 0.22279 -3.50361 -6.70369

Output
Kohn-Sham gap ... 0.2473 Eh
Charge ... 0
LUMO energy ... -0.61 eV

***

(2)
DFT (wB97M-V/def2-TZVPD) results for a structure of composition C59H40NiO10 in a non-equilibrium geometry.

Geometry (Å):
Ni1 7.36830 0.23171 21.80073
C1 7.86557 2.06993 24.70159
C2 6.93837 2.52163 23.54899
C3 6.87063 4.04702 23.21783
O1 7.47235 1.85694 22.44525
H1 7.96723 0.95256 24.58915
H2 7.49437 2.17155 25.74136
H3 8.91270 2.42313 24.62757
H4 5.94838 2.12629 23.75599
H5 6.60478 4.61641 24.11609
H6 6.10524 4.29325 22.43897
H7 7.84126 4.39511 22.90699
O2 7.38090 -1.50263 21.07332
H8 6.77216 -2.11774 21.50637
C4 7.62020 5.78028 19.10550
C5 8.15293 5.12347 20.18549
C6 8.29994 3.76441 20.15893
C7 7.80517 3.07155 19.06357
C8 7.41083 3.73431 17.89923
C9 7.26820 5.10411 17.89360
C10 7.09330 2.97920 16.64283
O3 6.67263 3.50579 15.63774
C11 7.16221 1.50040 16.73954
C12 6.70951 0.77266 15.64085
C13 6.78465 -0.61726 15.69773
C14 7.22180 -1.26405 16.79414
C15 7.69065 -0.50602 17.85091
C16 7.66032 0.87301 17.87742
C17 7.97237 1.59388 19.10059
O4 8.42672 1.02853 20.06765
H9 7.55613 6.84306 19.29691
H10 8.35284 5.67452 21.06687
H11 8.58695 3.24829 21.07688
H12 6.98371 5.60821 16.98142
H13 6.44304 1.28976 14.76539
H14 6.33688 -1.25232 14.99913
H15 7.23890 -2.36206 16.89068
H16 8.11932 -0.96377 18.79975
C18 2.42392 0.51520 25.35589
C19 2.25960 -0.06924 26.59880
C20 3.30595 -0.76700 27.18229
C21 4.50266 -0.83637 26.51463
C22 4.69496 -0.33355 25.20317
C23 3.63328 0.37630 24.62016
C24 5.97983 -0.60735 24.43753
O5 5.92841 -0.32083 23.23141
C25 7.08471 -1.47307 25.04787
C26 8.21264 -1.80173 24.37495
C27 9.19993 -2.64605 24.86677
C28 9.02798 -3.09520 26.16770
C29 7.89058 -2.71420 26.92483
C30 6.87597 -1.99382 26.33636
C31 5.67166 -1.57545 27.19158
O6 5.52075 -1.96001 28.29008
H17 1.75456 1.08813 24.80994
H18 1.31000 0.08115 27.17084
H19 3.07901 -1.19396 28.15005
H20 3.77305 0.88350 23.69252
H21 8.35371 -1.45572 23.37723
H22 9.93077 -2.98424 24.19060
H23 9.57129 -3.89140 26.62525
H24 7.79756 -2.98393 27.95073
C32 3.26330 -2.42067 20.44203
C33 1.96988 -2.39178 20.94231
C34 1.46594 -1.17443 21.32822
C35 2.17591 0.02716 20.96361
C36 3.40094 -0.05651 20.35452
C37 4.02323 -1.29546 20.18766
C38 4.20052 1.14671 19.97348
O7 5.29057 1.04129 19.47379
C39 3.64574 2.44245 20.47794
C40 4.40030 3.56675 20.24339
C41 4.10616 4.74137 20.80198
C42 2.91413 4.84423 21.51307
C43 2.11070 3.74540 21.74511
C44 2.51719 2.49590 21.28080
C45 1.61594 1.33068 21.43437
O8 0.55567 1.38781 22.01825
H25 3.69077 -3.44394 20.19559
H26 1.43371 -3.28972 21.15402
H27 0.59173 -1.10251 21.98295
H28 4.92407 -1.40853 19.53684
H29 5.27823 3.46837 19.67174
H30 4.72949 5.58652 20.67593
H31 2.64514 5.81029 21.95311
H32 1.22889 3.94055 22.39909
C46 11.91163 -0.22549 19.12585
C47 11.88459 -0.96349 20.31782
C48 11.70009 -0.30281 21.48790
C49 11.56210 1.09803 21.56003
C50 11.62598 1.79769 20.37251
C51 11.80645 1.15516 19.19869
C52 11.41468 3.30362 20.35535
O9 11.55624 4.01391 19.43227
C53 11.19429 3.95880 21.78037
C54 11.01391 5.30319 21.81102
C55 10.84761 5.92261 23.00241
C56 10.88092 5.18199 24.18679
C57 11.11819 3.82802 24.20021
C58 11.22827 3.21647 22.98801
C59 11.39839 1.78383 22.90375
O10 11.36347 1.16034 23.96488
H33 11.98573 -0.74025 18.10764
H34 11.95451 -2.04032 20.36645
H35 11.67810 -0.79763 22.48708
H36 11.90200 1.75306 18.35546
H37 11.16626 5.89802 20.92740
H38 10.80363 7.00992 23.05122
H39 10.77262 5.74129 25.09849
H40 11.29986 3.27844 25.10392

Output
2S+1 ... 3
Kohn-Sham gap (spin up / spin down) ... 0.2781 / 0.2834 Eh
Expectation value of S² ... 2.008
Charge ... 0
LUMO energy (spin up / spin down) ... -1.18 / -1.21 eV

***

Respective electronic energy values: -9495.3563, -4533.0272 hartree.
Respective molecular weight values: 1268.580, 967.652 g/mol.